1.
99
Properties=species:S:1:pos:R:3:forces:R:3:mulliken_charge:R:1 method="wB97M-V/def2-TZVPD" orbital_gap_ev=7.244 charge=-1 mol_weight_g_mol=658.7 largest_force_ev_per_a=4.20 lumo_ev=2.20 energy_ev=-125982.5601
Br -6.910 -0.247 0.026 0.10 0.26 -0.89 -0.211
Al -3.700 1.593 -1.718 -0.57 1.16 -0.34 -1.528
O -0.853 -0.123 -1.669 0.02 0.08 -0.67 -0.417
O -4.147 1.264 1.222 0.67 -0.73 -1.35 0.029
O -5.599 2.613 1.762 1.58 0.63 -2.43 -0.512
O 4.712 -0.323 1.529 -0.60 -1.52 -1.80 -0.410
O 2.223 -3.857 3.267 0.71 0.26 -0.47 -0.347
O 4.416 -4.070 2.860 -1.98 -1.26 0.68 -0.545
O -3.266 -2.004 4.366 0.06 -0.96 0.40 -0.343
O -2.368 -3.729 5.481 -0.63 1.73 -0.35 -0.615
N 0.454 -1.441 -4.288 1.19 1.56 0.28 -0.736
N -4.810 2.372 0.847 -2.22 -0.58 3.51 0.193
C 3.340 -4.603 3.113 1.13 0.62 -0.02 0.883
C 4.830 -1.742 1.904 -0.54 0.16 0.27 -0.377
C 5.859 -0.288 -2.287 1.12 0.37 0.10 -0.676
C -6.447 0.114 -1.887 -0.36 0.37 -3.05 -0.200
C 1.688 3.825 -2.844 -0.44 0.53 0.98 -0.518
C -3.167 3.616 -1.663 0.80 0.25 0.25 -0.258
C -3.845 -0.688 4.317 0.05 0.56 -0.17 -0.349
C -3.448 0.631 0.072 1.89 -1.15 0.25 0.084
C -2.694 0.792 -3.307 1.17 -0.80 -1.13 -0.437
C -2.669 -2.539 5.455 0.30 -0.98 -0.41 0.741
C 4.461 -0.198 0.084 0.57 1.30 -0.57 0.069
C -1.832 3.803 -0.700 -0.12 1.87 -0.20 -0.191
C 5.496 0.957 -3.298 -1.17 -0.91 -0.15 -0.689
C 0.547 -4.768 4.780 0.10 -0.15 0.16 -0.856
C -0.551 4.494 -1.498 0.38 -1.66 0.50 -0.845
C -1.554 -0.324 -2.944 1.05 1.01 -3.08 0.023
C -2.296 -1.632 6.592 -0.35 0.03 0.71 -0.992
C 0.432 3.260 -1.953 -0.84 -0.25 -1.07 0.677
C 3.257 -6.083 3.351 -0.01 -0.57 -0.55 -1.188
C -5.662 -1.206 -2.463 -0.99 -1.15 0.29 -0.731
C 5.871 0.149 -0.686 0.28 -0.61 0.09 -0.318
C -5.701 1.546 -2.167 -1.70 0.03 0.21 -0.287
C 4.321 3.131 -2.344 -0.24 -0.68 0.81 -0.517
C 0.890 -4.391 3.352 -0.33 -0.17 0.32 -0.419
C 4.010 1.628 -2.964 0.99 0.37 -0.68 0.254
C -2.800 0.351 3.959 0.27 0.02 0.03 -0.771
C 2.982 3.936 -1.836 0.68 1.26 -0.45 -0.706
C -0.384 -0.180 -4.131 0.03 0.83 -0.05 -0.046
H -0.487 -5.117 4.851 0.16 0.17 -0.02 0.291
H 1.205 -5.555 5.159 -0.03 -0.02 -0.10 0.320
H 0.673 -3.905 5.445 -0.14 -0.10 -0.19 0.254
H 6.282 1.825 -3.282 -1.28 -1.87 0.09 0.315
H -7.485 0.161 -2.476 2.05 -0.33 1.64 0.399
H -6.508 -1.968 -2.819 1.80 1.52 0.77 0.340
H 2.297 -6.518 3.076 -0.05 0.07 0.26 0.366
H -4.038 4.244 -1.192 1.66 -0.95 -1.19 0.193
H -2.290 0.663 0.362 -2.47 -0.47 -0.49 0.145
H -3.255 1.341 3.863 0.01 -0.20 -0.07 0.316
H -6.344 2.375 -1.599 1.33 -1.69 -1.17 0.251
H -0.936 5.027 -2.467 0.83 -0.78 1.96 0.316
H 4.006 -6.577 2.723 0.00 0.23 0.29 0.326
H 3.381 0.962 -2.227 1.27 1.37 -1.41 -0.252
H 0.394 0.684 -3.859 -1.95 -1.23 -0.23 -0.127
H 0.751 -5.222 2.654 0.15 0.05 0.09 0.324
H 1.876 3.210 -3.822 -0.20 0.99 2.05 0.302
H 5.441 0.502 -4.392 0.30 1.03 2.20 0.280
H 6.722 -0.471 -0.126 -1.86 1.25 -1.22 0.265
H 4.981 2.936 -1.369 -1.24 0.53 -2.18 0.042
H 0.997 -1.507 -3.376 -0.92 -0.08 -1.40 0.270
H -5.087 -1.790 -1.595 -0.97 1.53 -2.05 0.217
H 5.893 -2.142 1.592 -2.16 0.49 0.61 0.174
H 3.476 -6.292 4.401 -0.08 0.04 -0.13 0.275
H 5.183 -1.253 -2.476 1.23 2.30 0.44 0.295
H 3.939 -2.346 1.401 2.13 1.25 1.00 0.146
H -2.010 0.405 4.713 -0.10 0.02 0.07 0.352
H 2.709 3.655 -0.710 0.49 0.33 -2.62 0.309
H -5.807 1.810 -3.320 -0.04 -0.79 2.11 0.325
H -2.314 0.095 3.011 -0.26 0.08 0.10 0.137
H -2.136 4.597 0.138 0.73 -2.04 -1.43 0.326
H 4.987 3.755 -3.113 -1.63 -1.35 1.60 0.325
H 3.727 0.709 -0.066 1.32 -1.77 0.41 -0.157
H -2.329 -2.210 7.522 0.21 0.00 -0.30 0.332
H -1.983 -1.417 -3.073 0.99 2.15 0.92 0.239
H -1.464 2.796 -0.229 -0.70 1.94 -0.69 -0.065
H -2.137 1.676 -3.884 -1.07 -1.68 1.17 0.324
H -0.222 2.519 -2.619 1.23 1.62 1.34 -0.864
H 3.447 1.670 -4.004 0.93 0.14 2.30 0.308
H -0.859 0.169 -5.169 0.89 -1.15 2.26 0.266
H 4.674 -1.808 3.062 0.52 0.27 -2.45 0.240
H 1.387 4.924 -3.198 0.68 -2.40 0.73 0.377
H -3.422 0.318 -4.120 1.53 0.85 1.60 0.400
H -0.096 0.529 -1.740 -1.60 -0.99 -0.42 0.184
H 3.972 -1.140 -0.416 0.93 1.55 1.21 0.262
H -4.370 -0.451 5.247 0.15 -0.11 0.01 0.313
H -4.995 -1.010 -3.406 -1.15 -0.09 2.05 0.083
H -3.823 -0.498 -0.023 0.86 2.38 0.62 0.132
H 0.215 -3.595 3.020 0.36 -0.01 -0.02 0.320
H 1.206 -1.159 -4.987 -1.13 -0.69 1.06 0.288
H -2.982 -0.797 6.730 0.18 0.10 -0.20 0.359
H 0.103 5.197 -0.796 -1.52 -1.22 -1.55 0.266
H -4.607 -0.713 3.531 0.23 -0.24 0.10 0.280
H 0.765 2.610 -1.010 -0.48 1.58 -1.94 0.286
H 3.264 5.095 -1.794 -0.43 -2.46 0.04 0.250
H -2.907 3.952 -2.777 -0.61 -0.36 2.32 0.169
H 6.962 -0.622 -2.546 -2.16 0.59 0.45 0.282
H -1.280 -1.259 6.438 -0.15 0.00 -0.01 0.225
H 6.172 1.292 -0.557 -0.78 -2.46 -0.33 0.160

***

2.
97
Properties=species:S:1:pos:R:3:forces:R:3:mulliken_charge:R:1 method="wB97M-V/def2-TZVPD" orbital_gap_ev=9.048 charge=+1 mol_weight_g_mol=581.3 largest_force_ev_per_a=3.18 lumo_ev=-2.22 energy_ev=-66936.3359
Cl 4.511 -0.011 -1.794 -0.18 -0.04 0.16 -0.154
S -0.610 2.570 -0.684 0.17 -0.24 -0.15 -0.309
O -1.889 0.764 0.879 1.06 0.60 0.87 -0.082
O -2.124 6.031 -2.378 0.16 0.04 0.00 -0.576
O -0.659 6.930 -3.750 0.01 0.18 0.29 -0.369
N 1.627 0.170 0.197 0.19 -0.83 0.88 1.318
N -0.730 -6.676 -0.091 0.48 -0.07 -0.27 -0.640
N 0.033 -6.512 2.113 -0.36 0.13 0.86 -0.674
N 0.488 -2.125 -2.730 0.05 -0.15 0.45 -0.352
N 1.444 -5.662 0.537 -0.91 0.67 -0.77 -0.276
C -3.307 -1.203 2.554 -0.26 1.03 -0.53 -1.145
C 2.608 -4.044 -0.901 0.61 -0.14 0.57 -1.379
C -0.966 4.479 -3.737 0.40 -0.08 0.23 -0.144
C 1.938 -1.615 3.828 0.20 0.32 0.32 -0.983
C 0.472 6.839 -4.622 0.07 -0.05 -0.28 -0.334
C 0.055 6.633 -6.063 -0.14 -0.10 0.00 -0.921
C 0.914 -0.893 -0.595 -1.59 0.03 -2.76 0.966
C 2.386 1.235 -0.506 0.59 0.54 0.08 -1.055
C 0.228 -6.285 0.896 0.18 -0.18 -0.03 0.551
C 1.330 -1.123 -2.068 0.43 0.39 -0.37 -1.470
C -0.646 0.990 0.249 -0.70 -1.27 -1.57 0.374
C 0.997 -2.253 0.088 0.54 0.45 1.28 -1.425
C 0.877 0.740 3.671 0.60 0.48 0.03 -0.918
C -4.438 -1.084 -0.277 -0.19 0.19 0.31 -1.707
C -0.516 -0.271 -0.713 0.23 -0.39 1.14 -1.802
C 0.561 0.670 1.142 -1.49 0.03 1.12 0.293
C 3.897 1.089 -0.502 0.35 -0.26 0.17 0.099
C -1.280 5.863 -3.218 -0.20 -0.10 -0.18 0.657
C 1.531 -5.106 -0.817 0.28 -0.19 -0.22 -0.612
C 1.050 1.507 2.336 0.23 0.30 0.36 0.791
C -4.262 -0.058 2.088 -1.13 -1.45 0.27 0.599
C 0.482 2.919 2.482 0.32 -0.02 -1.04 -1.798
C 2.421 -2.854 0.057 -0.35 -0.10 -0.64 -1.367
C 2.107 -0.091 4.068 -0.49 -0.90 -0.18 -0.658
C 4.540 0.761 0.844 0.04 0.41 -0.36 -1.287
C -3.056 1.046 0.113 -1.11 0.05 0.36 -1.032
C -5.710 -0.520 2.428 0.50 0.46 -0.67 -1.811
C -4.238 0.185 0.575 0.48 0.10 -0.09 0.266
H -3.346 2.080 0.287 0.24 0.25 -0.09 0.499
H 0.188 -0.230 1.634 0.17 -0.33 -0.22 -0.176
H -0.870 -6.970 2.207 0.08 -0.07 0.13 0.315
H 1.814 -5.914 -1.488 0.01 -0.05 -0.17 0.477
H 1.223 -0.187 -2.617 0.21 0.22 0.08 0.782
H -0.616 7.431 -6.378 0.06 0.05 0.01 0.299
H -0.349 -2.367 -2.219 -0.07 0.10 -0.18 0.198
H 5.531 0.369 0.659 0.13 -0.26 0.11 0.506
H 1.168 6.071 -4.276 -0.06 -0.06 0.00 0.295
H 2.310 0.049 5.122 0.00 0.12 0.17 0.486
H 3.981 0.077 1.478 0.08 -0.17 -0.01 0.125
H 3.115 -2.071 -0.257 0.24 -0.04 0.13 -0.141
H -5.947 -0.393 3.478 -0.03 -0.24 0.15 0.400
H -3.886 -2.039 2.918 0.03 -0.19 0.31 0.442
H 0.763 3.511 1.613 -0.11 0.15 -0.10 0.342
H 2.357 -1.451 -2.170 0.22 0.09 0.15 0.092
H 4.689 1.699 1.374 -0.18 0.05 0.30 0.361
H 2.164 2.171 -0.003 -0.08 0.05 0.24 0.653
H 2.214 -0.369 0.843 0.63 0.40 -0.36 0.017
H -3.933 -0.988 -1.236 0.11 -0.12 -0.08 0.428
H -1.679 4.218 -4.519 0.00 0.03 -0.01 0.290
H 2.779 -3.717 -1.920 -0.36 0.07 -0.26 0.367
H -2.649 -0.817 3.324 0.28 -0.26 0.13 0.199
H -4.134 -2.001 0.220 0.21 -0.07 -0.05 0.355
H 4.280 2.055 -0.800 -0.02 0.21 -0.20 0.579
H -1.240 -5.873 -0.440 0.00 -0.08 -0.07 0.262
H 0.589 -4.716 -1.210 -0.15 0.05 0.14 0.274
H 0.989 7.792 -4.524 -0.10 0.03 0.12 0.321
H 0.762 1.500 4.435 -0.20 0.15 0.13 0.517
H 0.245 -1.834 -3.665 -0.09 -0.06 0.03 0.344
H 0.950 3.415 3.321 -0.12 -0.03 0.39 0.567
H 2.999 0.262 3.555 0.05 0.19 -0.08 0.348
H -4.081 0.849 2.654 0.28 0.29 -0.18 0.582
H -6.421 0.041 1.826 -0.24 0.23 0.20 0.423
H -1.083 3.789 -2.904 -0.21 0.05 -0.19 -0.325
H -0.478 5.692 -6.198 0.07 -0.04 0.00 0.268
H -5.495 -1.191 -0.495 -0.16 -0.15 -0.07 0.378
H 3.539 -4.529 -0.604 0.17 0.00 0.00 0.563
H -0.042 0.154 3.681 -0.05 -0.10 -0.02 0.260
H 2.742 -2.035 3.226 -0.02 -0.08 -0.15 0.048
H -1.138 -1.015 -0.221 -0.51 0.18 0.00 0.033
H 0.047 4.364 -4.118 -0.06 0.05 -0.16 0.272
H 2.725 -3.165 1.052 -0.06 0.07 0.20 0.774
H -5.809 -1.551 2.102 -0.20 -0.23 0.29 0.424
H -1.076 3.395 0.269 0.06 -0.20 0.01 0.197
H -2.967 0.895 -0.960 0.59 0.07 -0.09 0.280
H -0.602 2.934 2.559 -0.12 -0.04 0.24 0.298
H 0.928 6.630 -6.717 0.00 0.02 0.01 0.348
H -2.744 -1.552 1.693 0.41 -0.08 0.18 0.023
H 0.970 -1.867 3.401 -0.05 0.01 -0.22 0.287
H 1.616 -4.949 1.235 0.31 -0.31 0.18 0.196
H 2.131 1.625 2.233 0.09 0.11 -0.16 -0.137
H 2.041 1.382 -1.519 -0.30 -0.31 -0.15 0.444
H -0.274 -7.137 -0.873 -0.15 0.09 -0.08 0.295
H -0.905 -0.173 -1.719 0.31 0.33 -0.22 0.825
H -5.106 0.803 0.357 -0.05 0.27 -0.04 0.632
H 1.969 -2.124 4.785 0.04 -0.24 0.07 0.507
H 0.243 -2.904 -0.334 -0.01 -0.13 -0.14 1.227
H 0.738 -2.159 1.146 -0.35 0.10 0.01 0.422